Entry from the OMol25 dataset: the ion C4H8NOS with charge -1 (ωB97M-V with the def2-TZVPD basis set).

Positions of all 15 atoms, in Å:
C1 -0.12 0.95 1.17
C2 0.35 -0.28 0.44
C3 -0.88 -1.23 0.22
S1 -1.00 -2.44 1.60
N1 1.02 -0.04 -0.85
C4 0.65 0.85 -1.78
O1 1.01 0.84 -2.95
H1 -0.91 1.44 0.59
H2 -0.74 0.61 1.99
H3 0.63 1.64 1.54
H4 0.99 -0.94 1.03
H5 -0.88 -1.62 -0.80
H6 -1.80 -0.67 0.38
H7 1.62 -0.77 -1.21
H8 0.04 1.68 -1.39

## Properties
* total charge: -1
* gap between HOMO and LUMO: 6.386 eV
* SMILES string: C[C@@H](C[S-])NC=O
* highest occupied orbital energy: -2.6 eV
* LUMO level: 0.138 Eh
* max |F|: 1.670 eV Å⁻¹



Entry from the OMol25 dataset: an isolated molecule of C4H8NOS (ωB97M-V with the def2-TZVPD basis set).

Positions of all 15 atoms, in Å:
O1 0.15 2.22 -1.36
C1 -0.06 1.03 -1.20
N1 0.77 0.28 -0.38
C2 0.27 -0.68 0.61
C3 0.57 -0.23 2.03
S1 0.44 -1.56 3.26
C4 -1.11 0.21 -1.88
H1 1.62 0.74 -0.07
H2 -0.78 -0.87 0.42
H3 0.71 -1.66 0.38
H4 1.63 0.04 2.11
H5 -0.04 0.61 2.35
H6 -0.64 -0.70 -2.26
H7 -1.58 0.59 -2.79
H8 -1.95 -0.03 -1.23

## Properties
* total charge: 0
* expectation value of S²: 0.753
* gap between HOMO and LUMO (spin up / spin down): 10.408 / 7.064 eV
* highest occupied orbital energy (spin up / spin down): -9.5 / -9.3 eV
* spin multiplicity: 2
* LUMO level (spin up / spin down): 0.032 / -0.081 Eh
* max |F|: 1.437 eV Å⁻¹



Entry from the OMol25 dataset: the ion C4H8NS with charge +1 (ωB97M-V with the def2-TZVPD basis set).

Positions of all 14 atoms, in Å:
C1 0.36 1.42 0.48
N1 0.35 0.29 -0.10
C2 1.54 -0.09 -0.77
C3 -0.78 -0.63 -0.26
C4 -1.70 -0.85 0.95
S1 -2.39 0.24 -0.37
H1 1.24 1.89 0.31
H2 -0.51 1.97 0.91
H3 1.79 -1.26 -0.66
H4 2.48 0.25 -0.36
H5 1.70 0.11 -1.86
H6 -0.39 -1.30 -1.02
H7 -2.17 -1.72 0.93
H8 -1.52 -0.32 1.82

## Properties
* total charge: +1
* gap between HOMO and LUMO: 8.490 eV
* SMILES string: C=[N+](C)[C@H]1CS1
* highest occupied orbital energy: -13.8 eV
* LUMO level: -0.194 Eh
* max |F|: 6.001 eV Å⁻¹



no.,molar mass (g mol⁻¹)
1,118.2
2,118.2
3,102.2